No. 1
Below is a 15-piece molecular cluster, C54H146N14O4 overall, with properties calculated with ωB97M-V/def2-TZVPD.

Atoms and positions in Å:
N -0.87 5.01 0.90
H -1.04 4.87 1.88
H -1.12 4.11 0.50
H 0.04 5.37 0.67
H -1.53 5.69 0.55
N -2.35 -1.08 3.77
H -2.33 -0.08 3.87
H -1.53 -1.38 3.25
H -3.21 -1.28 3.26
H -2.44 -1.50 4.68
N -4.81 -2.71 -1.81
H -4.58 -3.66 -2.08
H -5.46 -2.44 -2.53
H -3.94 -2.20 -1.74
H -5.34 -2.74 -0.96
N -4.05 1.46 1.04
H -3.72 1.68 1.97
H -5.02 1.68 0.87
H -3.98 0.46 0.93
H -3.46 1.97 0.40
N -2.18 -4.47 0.31
H -1.66 -3.62 0.18
H -2.63 -4.76 -0.54
H -2.89 -4.37 1.02
H -1.62 -5.26 0.62
N -0.02 2.85 3.73
H 0.35 2.63 2.81
H -0.81 2.27 3.98
H -0.52 3.73 3.70
H 0.62 2.91 4.51
C -1.86 0.49 -0.79
C -1.63 -0.73 -0.28
C -0.69 -0.96 0.85
O -0.62 -2.09 1.47
C 0.01 0.06 1.44
C -0.12 1.41 0.87
C -1.26 1.69 -0.19
O -1.79 2.80 -0.24
O 0.58 2.33 1.29
O -2.22 -1.67 -0.91
H -2.49 0.61 -1.66
H 0.70 -0.05 2.26
C 1.77 5.93 2.99
C 2.20 6.62 1.67
N 1.65 6.07 0.43
C 1.76 6.99 -0.70
C 3.16 7.42 -1.18
C 2.40 4.86 0.14
C 2.00 4.08 -1.14
H 2.46 6.15 3.81
H 1.84 4.85 2.88
H 0.74 6.14 3.26
H 1.95 7.68 1.74
H 3.29 6.58 1.65
H 1.15 7.86 -0.45
H 1.23 6.57 -1.56
H 3.66 6.66 -1.78
H 3.74 7.60 -0.28
H 3.08 8.36 -1.72
H 3.47 5.08 0.09
H 2.28 4.10 0.91
H 0.99 3.67 -1.12
H 2.16 4.73 -2.00
H 2.63 3.24 -1.42
C 5.36 1.13 0.82
C 4.12 0.38 0.47
N 4.28 -0.30 -0.83
C 2.99 -0.78 -1.35
C 2.12 0.36 -2.00
C 5.21 -1.44 -0.69
C 5.83 -1.91 -2.05
H 5.48 2.05 0.25
H 6.23 0.51 0.62
H 5.41 1.25 1.90
H 3.93 -0.30 1.30
H 3.28 1.07 0.53
H 3.11 -1.56 -2.10
H 2.36 -1.16 -0.54
H 1.88 0.96 -1.13
H 2.79 0.93 -2.65
H 1.21 0.09 -2.54
H 4.74 -2.26 -0.14
H 6.07 -1.23 -0.06
H 6.47 -2.79 -1.96
H 6.49 -1.11 -2.38
H 5.01 -2.06 -2.76
C -0.50 -7.31 -1.27
C -1.32 -7.73 -0.04
N -1.22 -6.86 1.15
C -2.21 -7.17 2.23
C -3.69 -7.21 1.71
C 0.12 -6.97 1.71
C 0.44 -5.81 2.70
H -0.42 -6.26 -1.55
H -0.82 -7.80 -2.19
H 0.51 -7.69 -1.13
H -2.36 -7.81 -0.37
H -1.07 -8.74 0.31
H -1.97 -8.07 2.80
H -2.25 -6.31 2.89
H -3.95 -8.09 1.12
H -4.39 -7.13 2.54
H -3.97 -6.31 1.15
H 0.86 -6.98 0.91
H 0.25 -7.91 2.26
H 0.33 -4.84 2.20
H 1.49 -5.90 2.97
H -0.14 -5.83 3.62
C 4.14 -5.39 6.00
C 3.22 -4.54 5.11
N 2.97 -3.15 5.61
C 2.38 -3.17 6.96
C 2.70 -1.78 7.63
C 2.12 -2.46 4.67
C 2.91 -2.28 3.32
H 5.08 -4.84 6.13
H 4.46 -6.34 5.57
H 3.80 -5.63 7.01
H 3.79 -4.49 4.18
H 2.25 -5.01 4.97
H 1.30 -3.29 6.87
H 2.73 -3.97 7.61
H 3.76 -1.77 7.91
H 2.51 -0.93 6.98
H 2.08 -1.66 8.52
H 2.04 -1.44 5.04
H 1.19 -3.01 4.52
H 2.99 -3.23 2.79
H 3.89 -1.82 3.43
H 2.28 -1.66 2.68
C -0.51 -3.75 -7.29
C 0.41 -4.59 -6.43
N 0.13 -4.60 -5.00
C 0.49 -3.29 -4.39
C 0.17 -3.12 -2.88
C 0.90 -5.67 -4.39
C 0.17 -7.00 -4.62
H -1.57 -3.95 -7.13
H -0.25 -3.94 -8.33
H -0.37 -2.68 -7.15
H 0.28 -5.62 -6.78
H 1.45 -4.31 -6.60
H -0.10 -2.55 -4.93
H 1.56 -3.12 -4.49
H 0.12 -2.06 -2.64
H 0.95 -3.55 -2.25
H -0.85 -3.43 -2.65
H 1.97 -5.70 -4.63
H 1.04 -5.69 -3.31
H 0.16 -7.34 -5.66
H 0.70 -7.78 -4.08
H -0.84 -7.00 -4.22
C -0.80 3.02 -7.79
C -1.57 2.55 -6.52
N -0.66 1.73 -5.62
C 0.66 2.29 -5.24
C 0.44 3.57 -4.41
C -1.39 1.22 -4.43
C -2.50 0.20 -4.70
H -1.49 3.35 -8.56
H -0.25 2.15 -8.14
H -0.01 3.76 -7.60
H -2.10 3.34 -5.98
H -2.29 1.80 -6.85
H 1.25 1.62 -4.62
H 1.15 2.45 -6.20
H 1.39 4.06 -4.19
H -0.14 4.30 -4.97
H -0.02 3.31 -3.46
H -1.82 2.10 -3.97
H -0.73 0.77 -3.69
H -3.00 -0.07 -3.77
H -2.02 -0.73 -5.00
H -3.23 0.49 -5.45
C 3.50 3.92 7.45
C 2.70 3.96 6.13
N 1.71 2.90 5.89
C 2.38 1.56 5.72
C 3.26 1.37 4.42
C 0.73 2.75 6.99
C -0.13 4.04 7.06
H 4.33 4.60 7.22
H 4.01 2.98 7.65
H 3.13 4.35 8.38
H 2.13 4.88 6.01
H 3.44 3.90 5.33
H 3.10 1.38 6.52
H 1.63 0.77 5.71
H 4.14 2.01 4.36
H 3.64 0.35 4.31
H 2.64 1.56 3.54
H 1.19 2.47 7.94
H 0.06 1.92 6.81
H -1.08 3.77 7.51
H -0.33 4.42 6.06
H 0.30 4.84 7.67
C -7.63 2.33 -5.65
C -6.35 2.50 -4.90
N -5.95 3.89 -4.59
C -6.94 4.72 -3.88
C -6.31 6.01 -3.23
C -4.55 3.94 -4.10
C -4.30 3.15 -2.80
H -8.51 2.73 -5.14
H -7.77 1.28 -5.89
H -7.57 2.90 -6.58
H -6.40 1.85 -4.03
H -5.54 2.19 -5.55
H -7.72 5.10 -4.54
H -7.41 4.12 -3.11
H -5.70 6.59 -3.92
H -7.07 6.73 -2.93
H -5.73 5.89 -2.31
H -4.21 4.98 -4.11
H -3.98 3.41 -4.87
H -3.22 3.19 -2.65
H -4.49 2.09 -2.96
H -4.84 3.57 -1.96

net charge: +4
highest occupied orbital energy: -0.52832 Eh
HOMO-LUMO gap: 3.084 eV
energy relative to the best compared isomer or geometry (same formula, charge and spin): 141.7 kcal/mol



No. 2
Below is a 9-piece molecular cluster, C54H39BF9O16 overall, with properties calculated with ωB97M-V/def2-TZVPD.

Atoms and positions in Å:
B 4.21 -1.59 1.11
C 2.88 -2.26 0.36
C 2.03 -1.30 -0.51
C 1.27 -0.22 0.20
F 2.10 0.76 0.62
F 0.41 0.39 -0.68
C 0.42 -0.56 1.45
F -0.14 0.64 1.82
F 1.16 -0.97 2.49
C -0.81 -1.49 1.25
F -1.65 -1.23 2.28
F -1.46 -1.20 0.12
C -0.62 -3.03 1.29
F 0.03 -3.44 2.38
F -1.87 -3.56 1.34
F -0.04 -3.50 0.18
H 5.19 -2.32 1.11
H 4.47 -0.49 0.63
H 3.93 -1.40 2.30
H 2.28 -2.78 1.11
H 3.25 -3.03 -0.31
H 2.70 -0.80 -1.19
H 1.32 -1.83 -1.15
C 6.43 0.12 -4.38
C 5.38 -0.33 -3.68
C 5.57 -1.15 -2.46
O 4.62 -1.55 -1.84
C 6.96 -1.46 -2.04
C 8.00 -1.01 -2.74
C 7.81 -0.19 -3.96
O 8.77 0.22 -4.60
H 6.32 0.73 -5.27
H 4.36 -0.12 -3.97
H 7.06 -2.05 -1.14
H 9.02 -1.21 -2.45
C -4.01 3.89 -0.66
C -5.13 3.50 -0.05
C -5.08 2.73 1.22
O -6.10 2.38 1.77
C -3.75 2.42 1.79
C -2.63 2.81 1.18
C -2.67 3.58 -0.09
O -1.66 3.93 -0.65
H -4.02 4.45 -1.58
H -6.11 3.72 -0.44
H -3.74 1.86 2.71
H -1.65 2.58 1.57
C 1.85 -5.55 -1.85
C 1.70 -6.81 -1.46
C 2.70 -7.84 -1.81
O 2.56 -9.00 -1.46
C 3.87 -7.42 -2.61
C 4.02 -6.16 -3.00
C 3.02 -5.12 -2.66
O 3.15 -3.97 -3.01
H 1.13 -4.77 -1.60
H 0.85 -7.14 -0.87
H 4.59 -8.19 -2.85
H 4.87 -5.83 -3.59
C -10.86 1.17 3.90
C -11.09 -0.09 4.26
C -10.10 -1.16 4.01
O -10.31 -2.31 4.34
C -8.83 -0.77 3.35
C -8.59 0.48 2.99
C -9.59 1.55 3.24
O -9.39 2.70 2.91
H -11.57 1.96 4.07
H -12.01 -0.39 4.75
H -8.12 -1.57 3.18
H -7.67 0.78 2.50
C 10.06 4.37 -1.07
C 10.30 5.50 -1.73
C 10.30 5.54 -3.22
O 10.51 6.57 -3.82
C 10.03 4.27 -3.93
C 9.79 3.14 -3.27
C 9.79 3.10 -1.79
O 9.58 2.07 -1.19
H 10.06 4.32 0.01
H 10.49 6.44 -1.23
H 10.03 4.32 -5.01
H 9.59 2.20 -3.78
C 0.59 3.62 -2.91
C 1.16 2.42 -3.01
C 1.66 1.92 -4.32
O 2.17 0.83 -4.42
C 1.49 2.80 -5.50
C 0.92 3.99 -5.39
C 0.42 4.50 -4.09
O -0.10 5.59 -4.00
H 0.22 4.00 -1.96
H 1.29 1.76 -2.16
H 1.85 2.41 -6.44
H 0.78 4.65 -6.24
C -13.57 3.88 -0.07
C -13.76 3.23 1.07
C -13.06 3.64 2.32
O -13.23 3.05 3.36
C -12.15 4.81 2.24
C -11.96 5.46 1.09
C -12.65 5.05 -0.15
O -12.49 5.64 -1.19
H -14.06 3.59 -0.99
H -14.42 2.37 1.15
H -11.65 5.09 3.15
H -11.29 6.31 1.01
C 2.02 -5.53 5.02
C 2.67 -4.75 4.16
C 4.06 -4.30 4.42
O 4.64 -3.59 3.64
C 4.70 -4.75 5.69
C 4.05 -5.53 6.55
C 2.66 -5.98 6.28
O 2.07 -6.70 7.07
H 1.01 -5.87 4.85
H 2.23 -4.41 3.24
H 5.71 -4.41 5.87
H 4.49 -5.87 7.48

net charge: -1
highest occupied orbital energy: -0.17910 Eh
HOMO-LUMO gap: 4.173 eV



No. 3
Below is a 4-piece molecular cluster, C54H41Br2INO6S overall, with properties calculated with ωB97M-V/def2-TZVPD.

Atoms and positions in Å:
C 2.38 -2.49 4.36
C 2.92 -1.46 4.06
C 3.47 -0.15 3.69
Br 5.33 0.03 4.11
C 3.06 0.11 2.20
C 1.54 0.19 2.41
C 0.68 -0.21 1.27
I -0.66 1.38 0.68
C 0.01 -1.62 1.45
C -1.50 -1.65 1.72
N 1.24 0.60 3.59
C -0.09 0.74 4.15
S -0.39 -0.45 5.51
C -2.14 -0.93 5.32
C -2.67 -1.18 6.74
C 2.53 0.93 4.29
Br 2.52 1.26 6.16
H 1.68 -3.24 4.62
H 3.52 1.02 1.81
H 3.22 -0.80 1.62
H 1.34 -0.30 0.41
H 0.56 -2.19 2.19
H 0.17 -2.14 0.51
H -1.76 -2.68 1.98
H -2.05 -1.43 0.80
H -1.81 -1.01 2.54
H -0.85 0.55 3.40
H -0.23 1.77 4.49
H -2.16 -1.88 4.80
H -2.74 -0.19 4.79
H -3.64 -1.68 6.68
H -1.97 -1.84 7.26
H -2.72 -0.25 7.31
H 2.83 1.85 3.78
C 3.28 -5.02 1.45
C 4.09 -4.83 2.57
C 4.39 -5.90 3.40
C 3.87 -7.16 3.13
C 3.04 -7.34 2.02
C 2.75 -6.27 1.18
C 2.43 -8.67 1.74
O 1.71 -8.83 0.77
C 2.72 -9.79 2.67
C 2.12 -11.03 2.46
C 2.39 -12.09 3.31
C 3.27 -11.92 4.37
C 3.87 -10.69 4.60
C 3.59 -9.62 3.75
C 4.21 -8.30 4.03
O 4.97 -8.14 4.95
H 3.06 -4.19 0.79
H 4.50 -3.85 2.78
H 5.02 -5.75 4.26
H 2.12 -6.42 0.32
H 1.44 -11.16 1.62
H 1.93 -13.05 3.14
H 3.49 -12.75 5.03
H 4.55 -10.55 5.43
C 5.24 0.42 -6.01
C 4.82 -0.18 -4.82
C 3.69 0.28 -4.17
C 2.98 1.35 -4.68
C 3.41 1.97 -5.86
C 4.53 1.49 -6.52
C 2.69 3.15 -6.41
O 3.06 3.68 -7.44
C 1.50 3.66 -5.67
C 0.84 4.79 -6.14
C -0.28 5.27 -5.47
C -0.74 4.62 -4.33
C -0.08 3.50 -3.86
C 1.05 3.02 -4.52
C 1.76 1.83 -3.98
O 1.35 1.26 -2.98
H 6.11 0.05 -6.52
H 5.38 -1.02 -4.42
H 3.37 -0.19 -3.25
H 4.86 1.97 -7.44
H 1.20 5.29 -7.03
H -0.79 6.14 -5.84
H -1.62 4.98 -3.82
H -0.44 2.99 -2.97
C -6.99 9.57 -5.03
C -5.87 9.09 -5.70
C -5.18 8.00 -5.20
C -5.61 7.38 -4.02
C -6.73 7.88 -3.35
C -7.42 8.97 -3.86
C -7.18 7.27 -2.06
O -8.15 7.70 -1.48
C -6.40 6.13 -1.52
C -6.76 5.58 -0.29
C -6.05 4.51 0.23
C -4.98 3.97 -0.49
C -4.61 4.52 -1.70
C -5.31 5.60 -2.22
C -4.87 6.20 -3.51
O -3.93 5.74 -4.12
H -7.53 10.42 -5.43
H -5.53 9.57 -6.61
H -4.31 7.62 -5.71
H -8.29 9.34 -3.34
H -7.60 5.99 0.25
H -6.33 4.09 1.18
H -4.43 3.13 -0.09
H -3.78 4.11 -2.25

net charge: +1
highest occupied orbital energy: -0.41301 Eh
HOMO-LUMO gap: 7.017 eV



Which formula does entry 2 have?
C54H39BF9O16



What did the second record say?
Below is a 9-piece molecular cluster, C54H39BF9O16 overall, with properties calculated with ωB97M-V/def2-TZVPD.

Atoms and positions in Å:
B 4.21 -1.59 1.11
C 2.88 -2.26 0.36
C 2.03 -1.30 -0.51
C 1.27 -0.22 0.20
F 2.10 0.76 0.62
F 0.41 0.39 -0.68
C 0.42 -0.56 1.45
F -0.14 0.64 1.82
F 1.16 -0.97 2.49
C -0.81 -1.49 1.25
F -1.65 -1.23 2.28
F -1.46 -1.20 0.12
C -0.62 -3.03 1.29
F 0.03 -3.44 2.38
F -1.87 -3.56 1.34
F -0.04 -3.50 0.18
H 5.19 -2.32 1.11
H 4.47 -0.49 0.63
H 3.93 -1.40 2.30
H 2.28 -2.78 1.11
H 3.25 -3.03 -0.31
H 2.70 -0.80 -1.19
H 1.32 -1.83 -1.15
C 6.43 0.12 -4.38
C 5.38 -0.33 -3.68
C 5.57 -1.15 -2.46
O 4.62 -1.55 -1.84
C 6.96 -1.46 -2.04
C 8.00 -1.01 -2.74
C 7.81 -0.19 -3.96
O 8.77 0.22 -4.60
H 6.32 0.73 -5.27
H 4.36 -0.12 -3.97
H 7.06 -2.05 -1.14
H 9.02 -1.21 -2.45
C -4.01 3.89 -0.66
C -5.13 3.50 -0.05
C -5.08 2.73 1.22
O -6.10 2.38 1.77
C -3.75 2.42 1.79
C -2.63 2.81 1.18
C -2.67 3.58 -0.09
O -1.66 3.93 -0.65
H -4.02 4.45 -1.58
H -6.11 3.72 -0.44
H -3.74 1.86 2.71
H -1.65 2.58 1.57
C 1.85 -5.55 -1.85
C 1.70 -6.81 -1.46
C 2.70 -7.84 -1.81
O 2.56 -9.00 -1.46
C 3.87 -7.42 -2.61
C 4.02 -6.16 -3.00
C 3.02 -5.12 -2.66
O 3.15 -3.97 -3.01
H 1.13 -4.77 -1.60
H 0.85 -7.14 -0.87
H 4.59 -8.19 -2.85
H 4.87 -5.83 -3.59
C -10.86 1.17 3.90
C -11.09 -0.09 4.26
C -10.10 -1.16 4.01
O -10.31 -2.31 4.34
C -8.83 -0.77 3.35
C -8.59 0.48 2.99
C -9.59 1.55 3.24
O -9.39 2.70 2.91
H -11.57 1.96 4.07
H -12.01 -0.39 4.75
H -8.12 -1.57 3.18
H -7.67 0.78 2.50
C 10.06 4.37 -1.07
C 10.30 5.50 -1.73
C 10.30 5.54 -3.22
O 10.51 6.57 -3.82
C 10.03 4.27 -3.93
C 9.79 3.14 -3.27
C 9.79 3.10 -1.79
O 9.58 2.07 -1.19
H 10.06 4.32 0.01
H 10.49 6.44 -1.23
H 10.03 4.32 -5.01
H 9.59 2.20 -3.78
C 0.59 3.62 -2.91
C 1.16 2.42 -3.01
C 1.66 1.92 -4.32
O 2.17 0.83 -4.42
C 1.49 2.80 -5.50
C 0.92 3.99 -5.39
C 0.42 4.50 -4.09
O -0.10 5.59 -4.00
H 0.22 4.00 -1.96
H 1.29 1.76 -2.16
H 1.85 2.41 -6.44
H 0.78 4.65 -6.24
C -13.57 3.88 -0.07
C -13.76 3.23 1.07
C -13.06 3.64 2.32
O -13.23 3.05 3.36
C -12.15 4.81 2.24
C -11.96 5.46 1.09
C -12.65 5.05 -0.15
O -12.49 5.64 -1.19
H -14.06 3.59 -0.99
H -14.42 2.37 1.15
H -11.65 5.09 3.15
H -11.29 6.31 1.01
C 2.02 -5.53 5.02
C 2.67 -4.75 4.16
C 4.06 -4.30 4.42
O 4.64 -3.59 3.64
C 4.70 -4.75 5.69
C 4.05 -5.53 6.55
C 2.66 -5.98 6.28
O 2.07 -6.70 7.07
H 1.01 -5.87 4.85
H 2.23 -4.41 3.24
H 5.71 -4.41 5.87
H 4.49 -5.87 7.48

net charge: -1
highest occupied orbital energy: -0.17910 Eh
HOMO-LUMO gap: 4.173 eV



Which value of HOMO-LUMO gap does entry 2 give?
4.173 eV



Repeat the third record exactly.
Below is a 4-piece molecular cluster, C54H41Br2INO6S overall, with properties calculated with ωB97M-V/def2-TZVPD.

Atoms and positions in Å:
C 2.38 -2.49 4.36
C 2.92 -1.46 4.06
C 3.47 -0.15 3.69
Br 5.33 0.03 4.11
C 3.06 0.11 2.20
C 1.54 0.19 2.41
C 0.68 -0.21 1.27
I -0.66 1.38 0.68
C 0.01 -1.62 1.45
C -1.50 -1.65 1.72
N 1.24 0.60 3.59
C -0.09 0.74 4.15
S -0.39 -0.45 5.51
C -2.14 -0.93 5.32
C -2.67 -1.18 6.74
C 2.53 0.93 4.29
Br 2.52 1.26 6.16
H 1.68 -3.24 4.62
H 3.52 1.02 1.81
H 3.22 -0.80 1.62
H 1.34 -0.30 0.41
H 0.56 -2.19 2.19
H 0.17 -2.14 0.51
H -1.76 -2.68 1.98
H -2.05 -1.43 0.80
H -1.81 -1.01 2.54
H -0.85 0.55 3.40
H -0.23 1.77 4.49
H -2.16 -1.88 4.80
H -2.74 -0.19 4.79
H -3.64 -1.68 6.68
H -1.97 -1.84 7.26
H -2.72 -0.25 7.31
H 2.83 1.85 3.78
C 3.28 -5.02 1.45
C 4.09 -4.83 2.57
C 4.39 -5.90 3.40
C 3.87 -7.16 3.13
C 3.04 -7.34 2.02
C 2.75 -6.27 1.18
C 2.43 -8.67 1.74
O 1.71 -8.83 0.77
C 2.72 -9.79 2.67
C 2.12 -11.03 2.46
C 2.39 -12.09 3.31
C 3.27 -11.92 4.37
C 3.87 -10.69 4.60
C 3.59 -9.62 3.75
C 4.21 -8.30 4.03
O 4.97 -8.14 4.95
H 3.06 -4.19 0.79
H 4.50 -3.85 2.78
H 5.02 -5.75 4.26
H 2.12 -6.42 0.32
H 1.44 -11.16 1.62
H 1.93 -13.05 3.14
H 3.49 -12.75 5.03
H 4.55 -10.55 5.43
C 5.24 0.42 -6.01
C 4.82 -0.18 -4.82
C 3.69 0.28 -4.17
C 2.98 1.35 -4.68
C 3.41 1.97 -5.86
C 4.53 1.49 -6.52
C 2.69 3.15 -6.41
O 3.06 3.68 -7.44
C 1.50 3.66 -5.67
C 0.84 4.79 -6.14
C -0.28 5.27 -5.47
C -0.74 4.62 -4.33
C -0.08 3.50 -3.86
C 1.05 3.02 -4.52
C 1.76 1.83 -3.98
O 1.35 1.26 -2.98
H 6.11 0.05 -6.52
H 5.38 -1.02 -4.42
H 3.37 -0.19 -3.25
H 4.86 1.97 -7.44
H 1.20 5.29 -7.03
H -0.79 6.14 -5.84
H -1.62 4.98 -3.82
H -0.44 2.99 -2.97
C -6.99 9.57 -5.03
C -5.87 9.09 -5.70
C -5.18 8.00 -5.20
C -5.61 7.38 -4.02
C -6.73 7.88 -3.35
C -7.42 8.97 -3.86
C -7.18 7.27 -2.06
O -8.15 7.70 -1.48
C -6.40 6.13 -1.52
C -6.76 5.58 -0.29
C -6.05 4.51 0.23
C -4.98 3.97 -0.49
C -4.61 4.52 -1.70
C -5.31 5.60 -2.22
C -4.87 6.20 -3.51
O -3.93 5.74 -4.12
H -7.53 10.42 -5.43
H -5.53 9.57 -6.61
H -4.31 7.62 -5.71
H -8.29 9.34 -3.34
H -7.60 5.99 0.25
H -6.33 4.09 1.18
H -4.43 3.13 -0.09
H -3.78 4.11 -2.25

net charge: +1
highest occupied orbital energy: -0.41301 Eh
HOMO-LUMO gap: 7.017 eV